Entry 1:
This record from OMol25 describes 10 unconnected molecules or ions with the total composition C34H92N4O10 at a distorted geometry. The level of theory is wB97M-V/def2-TZVPD.

Cartesian coordinates (Å):
C: 15.2983 8.4993 13.1378
O: 14.2295 8.6333 12.2280
C: 12.9631 8.5827 12.8689
C: 11.8763 8.1243 11.8629
C: 11.5717 9.1819 10.8079
N: 10.6576 7.7841 12.6632
H: 16.2254 8.5635 12.5809
H: 15.2057 7.5558 13.6634
H: 15.2004 9.2867 13.9001
H: 13.0001 7.8812 13.7116
H: 12.6534 9.5289 13.3225
H: 12.2942 7.1970 11.4549
H: 12.5182 9.4710 10.3451
H: 11.1544 10.0098 11.3961
H: 10.8513 8.8624 10.0645
H: 9.9397 7.4019 12.0475
H: 10.8493 7.0580 13.3544
C: 19.5043 7.1721 15.5887
O: 18.7122 8.3010 15.3240
C: 18.3857 8.9870 16.5054
C: 17.5930 10.2247 16.1496
C: 18.4567 11.2873 15.4581
N: 17.1254 10.7646 17.4218
H: 20.4725 7.4321 16.0360
H: 19.6960 6.6417 14.6561
H: 19.0599 6.4276 16.2497
H: 17.7559 8.3063 17.0905
H: 19.2897 9.2550 17.0535
H: 16.7123 9.9484 15.5562
H: 18.8311 10.9558 14.5050
H: 19.2546 11.5957 16.1425
H: 17.8553 12.1879 15.2632
H: 16.4641 11.5377 17.2642
H: 16.7248 10.0294 17.9942
C: 18.0960 15.8555 18.3842
O: 16.7711 15.6733 17.9887
C: 16.5058 14.3295 17.7086
C: 15.0896 14.1408 17.2446
C: 14.0648 14.1070 18.4307
N: 15.0358 12.8677 16.5587
H: 18.3914 16.8865 18.5286
H: 18.7449 15.5182 17.5695
H: 18.3963 15.3388 19.2875
H: 17.1822 14.1053 16.8651
H: 16.6731 13.6342 18.5395
H: 14.7854 15.0258 16.6909
H: 14.0901 15.0784 18.9089
H: 14.3526 13.2814 19.0794
H: 13.0721 13.9448 17.9986
H: 14.1007 12.4914 16.4249
H: 15.4509 12.9777 15.6276
C: 12.8570 13.6698 12.1235
O: 13.3956 12.8359 13.1274
C: 14.5191 12.0876 12.7279
C: 15.7386 12.9269 12.4204
C: 16.9076 11.9716 12.0104
N: 16.0907 13.6926 13.5819
H: 13.4977 14.4854 11.7862
H: 11.9367 14.0444 12.5577
H: 12.5230 13.1546 11.2230
H: 14.8104 11.3938 13.5276
H: 14.2903 11.3897 11.9255
H: 15.5402 13.6284 11.5934
H: 16.6258 11.3165 11.1825
H: 17.2373 11.3325 12.8340
H: 17.7748 12.5651 11.6970
H: 16.8073 14.4189 13.4415
H: 15.2225 14.1449 13.9007
C: 20.6498 15.2535 14.6185
C: 20.9919 13.9249 14.0923
C: 20.0248 13.4995 13.0108
O: 22.3173 14.0088 13.6320
H: 19.6339 15.2549 15.0029
H: 20.8546 16.0316 13.8808
H: 21.3130 15.5487 15.4302
H: 20.9272 13.1519 14.8613
H: 19.0093 13.4390 13.4111
H: 20.2511 12.5107 12.6157
H: 20.0106 14.1695 12.1419
H: 22.6803 13.1340 13.4613
C: 10.7545 11.2311 16.9874
C: 11.3052 11.0317 15.6016
C: 10.2950 11.3115 14.5273
O: 12.4413 11.9314 15.5558
H: 11.5551 11.1378 17.7245
H: 9.9103 10.5704 17.1991
H: 10.3352 12.2168 17.1881
H: 11.7268 10.0380 15.4493
H: 9.4000 10.7161 14.6461
H: 10.6866 11.1417 13.5191
H: 9.9503 12.3445 14.5348
H: 12.6029 11.9703 14.6005
C: 19.3297 8.4911 11.7142
C: 19.2138 8.8475 10.2540
C: 20.2446 9.9032 9.8052
O: 19.4118 7.5982 9.5370
H: 18.6180 7.7251 12.0238
H: 19.0872 9.3577 12.3414
H: 20.3619 8.2001 11.8649
H: 18.1882 9.1453 10.0115
H: 20.0153 10.1910 8.7676
H: 21.2000 9.4203 9.9522
H: 20.1074 10.8216 10.4013
H: 19.5101 7.7434 8.5875
C: 15.8868 15.5902 8.4852
C: 15.1445 14.5596 7.6400
C: 14.4353 13.4797 8.5176
O: 14.1806 15.2807 6.8201
H: 16.4165 16.2289 7.7847
H: 16.6437 15.0832 9.1069
H: 15.2429 16.1535 9.1413
H: 15.8122 13.9616 7.0093
H: 13.9810 12.7380 7.8418
H: 13.6605 13.9098 9.1545
H: 15.1873 12.9710 9.1493
H: 13.6383 14.6054 6.4063
C: 9.6378 12.6295 11.2204
C: 8.4745 12.3545 10.2667
C: 8.5494 13.2468 9.0288
O: 8.4790 10.9920 9.7662
H: 9.8830 13.6929 11.2867
H: 10.5265 12.1583 10.7936
H: 9.3869 12.2372 12.2021
H: 7.5162 12.4552 10.7721
H: 7.7525 12.9691 8.3316
H: 9.5266 13.1530 8.5414
H: 8.3484 14.2762 9.3179
H: 8.4628 10.4072 10.5277
C: 17.7182 18.1944 11.2770
C: 16.7518 17.7744 12.3945
C: 15.3842 17.3920 11.8974
O: 17.2744 16.5536 13.0506
H: 17.3822 19.1063 10.7527
H: 17.7290 17.3635 10.5666
H: 18.7061 18.4197 11.6801
H: 16.6949 18.5913 13.1141
H: 15.5135 16.5941 11.1497
H: 14.8845 18.1912 11.3412
H: 14.7331 17.0852 12.7240
H: 18.1438 16.7724 13.3876

* SMILES: COC[C@H](C)N.COC[C@H](C)N.COC[C@H](C)N.COC[C@H](C)N.CC(C)O.CC(C)O.CC(C)O.CC(C)O.CC(C)O.CC(C)O
* HOMO-LUMO gap: 8.8247 eV
* energy above the lowest of the compared OMol25 structures with the same formula, charge and spin: 0.0 kcal/mol
* molecular weight: 717.128 g mol⁻¹

***

Entry 2:
This record from OMol25 describes 9 unconnected molecules or ions with the total composition C45H93ClF4N11O8S4 at a distorted geometry. The level of theory is wB97M-V/def2-TZVPD.

Cartesian coordinates (Å):
C: 3.1910 -5.8179 0.5376
C: 1.9680 -4.9078 0.5305
C: 1.5977 -4.6058 1.9663
C: 0.8214 -5.7633 2.6738
N: 1.0010 -5.7085 4.1860
C: 0.1323 -6.8587 4.7883
C: 0.8375 -7.3644 6.0884
C: 2.1469 -6.6035 6.0828
C: 2.3910 -6.2419 4.6421
C: 0.5206 -4.3193 4.7740
H: 4.0252 -5.6450 1.2175
H: 3.4681 -5.8718 -0.5152
H: 2.9820 -6.8114 0.9343
H: 1.1860 -5.3635 -0.0767
H: 2.1795 -3.9562 0.0428
H: 1.0210 -3.6809 1.9709
H: 2.5021 -4.2894 2.4860
H: 1.1441 -6.7700 2.4082
H: -0.2663 -5.6949 2.6569
H: -0.8160 -6.3774 5.0273
H: -0.1561 -7.6556 4.1028
H: 0.2063 -7.1448 6.9494
H: 1.0124 -8.4403 6.0836
H: 2.1969 -5.7066 6.7001
H: 2.9637 -7.2267 6.4469
H: 3.1004 -5.4685 4.3475
H: 2.5572 -7.1568 4.0734
H: 1.2960 -3.6293 4.4412
H: 0.5364 -4.3709 5.8627
H: -0.4677 -4.0722 4.3862
C: -4.7464 3.6612 -8.0287
C: -3.3890 3.4169 -7.4095
C: -3.2247 2.0740 -6.6285
C: -4.0676 2.1187 -5.2615
N: -4.0190 0.9015 -4.3586
C: -4.7393 1.0101 -2.9876
C: -4.0174 0.0747 -2.0095
C: -2.7053 -0.2191 -2.7096
C: -2.5427 0.6382 -3.8930
C: -4.4543 -0.3418 -5.1995
H: -4.7262 4.5705 -8.6294
H: -5.4936 3.9202 -7.2786
H: -5.2713 2.8415 -8.5194
H: -3.0408 4.2598 -6.8126
H: -2.7562 3.5261 -8.2903
H: -2.2145 1.8012 -6.3234
H: -3.5138 1.2436 -7.2728
H: -5.1369 2.2419 -5.4330
H: -3.7493 2.9972 -4.7003
H: -5.7999 0.7760 -3.0793
H: -4.6631 2.0680 -2.7361
H: -4.6075 -0.8407 -1.9648
H: -3.7668 0.5140 -1.0439
H: -2.5348 -1.2927 -2.7910
H: -1.8663 -0.0537 -2.0337
H: -2.0067 0.2328 -4.7511
H: -2.1469 1.6217 -3.6396
H: -5.4414 -0.2783 -5.6574
H: -4.3807 -1.2172 -4.5543
H: -3.8141 -0.4393 -6.0763
C: 6.4793 -0.6856 -5.8546
C: 5.9775 0.5745 -5.1062
C: 4.4401 0.7617 -5.3755
C: 3.8858 2.0145 -4.5805
N: 2.3597 2.1911 -4.6292
C: 1.9303 2.5705 -6.1090
C: 0.5704 3.2215 -5.9778
C: 0.6680 3.9702 -4.5992
C: 1.9359 3.4704 -3.8942
C: 1.5868 1.0332 -4.0565
H: 6.0125 -1.5393 -5.3634
H: 7.5539 -0.8652 -5.8879
H: 6.1302 -0.6168 -6.8849
H: 6.5041 1.4063 -5.5743
H: 6.1706 0.5150 -4.0351
H: 3.7525 -0.0569 -5.1632
H: 4.2510 0.9592 -6.4307
H: 4.4144 2.9287 -4.8506
H: 4.0124 1.7518 -3.5302
H: 2.0315 1.7565 -6.8268
H: 2.6961 3.2811 -6.4198
H: -0.2061 2.4570 -6.0051
H: 0.5613 3.9956 -6.7451
H: -0.2257 3.5665 -4.1233
H: 0.5941 5.0575 -4.5784
H: 1.7706 3.2621 -2.8371
H: 2.8033 4.1156 -4.0336
H: 1.9280 0.8735 -3.0337
H: 1.5469 0.0836 -4.5902
H: 0.5772 1.4344 -3.9677
C: -6.7931 1.1967 -0.1904
C: -6.3873 1.4654 1.2092
N: -4.9099 1.2815 1.4574
C: -4.2088 0.1423 1.6855
C: -2.9107 0.4199 1.9770
N: -2.7298 1.7394 1.8899
C: -3.9553 2.2551 1.5149
C: -1.5300 2.4539 2.1887
H: -6.0919 1.7329 -0.8299
H: -7.8035 1.5873 -0.3114
H: -6.8619 0.1142 -0.2979
H: -6.9122 0.8841 1.9672
H: -6.5695 2.5124 1.4513
H: -4.8030 -0.7454 1.8441
H: -2.1676 -0.2467 2.3893
H: -4.1987 3.2995 1.3873
H: -0.8002 2.1827 1.4259
H: -1.1320 2.1907 3.1687
H: -1.7664 3.5056 2.3506
C: 0.2400 0.5797 -0.7219
C: 1.5231 0.0315 -0.0086
N: 1.5584 0.3134 1.4683
C: 2.1076 1.4594 2.0724
C: 1.7899 1.3971 3.3760
N: 1.0218 0.2454 3.5616
C: 0.9198 -0.4297 2.3557
C: 0.3986 -0.1528 4.7381
H: 0.3236 1.6563 -0.5733
H: -0.6989 0.3884 -0.2024
H: 0.1714 0.2184 -1.7480
H: 2.4432 0.1758 -0.5749
H: 1.4547 -1.0558 -0.0450
H: 2.6839 2.1393 1.4625
H: 1.9861 1.9942 4.2543
H: 0.3287 -1.3252 2.2333
H: 0.0004 -1.1648 4.6656
H: -0.4222 0.4968 5.0422
H: 1.1958 -0.1306 5.4811
C: 4.9748 5.7409 2.5709
C: 6.2549 4.9584 2.9712
N: 5.9312 3.6002 3.3992
C: 5.7272 2.4938 2.6052
C: 5.2223 1.4991 3.3854
N: 5.2063 1.9625 4.6787
C: 5.6783 3.2688 4.6858
C: 4.8079 1.2244 5.8304
H: 5.1978 6.6452 2.0046
H: 4.3864 6.0305 3.4416
H: 4.3924 5.1367 1.8754
H: 6.8989 5.5336 3.6364
H: 6.7956 4.8366 2.0327
H: 5.8107 2.5891 1.5327
H: 4.9157 0.4968 3.1253
H: 5.7931 3.8512 5.5880
H: 3.8313 0.7642 5.6803
H: 4.6348 1.8931 6.6736
H: 5.5240 0.4059 5.9043
Cl: 4.2685 2.8744 -0.9082
N: -1.6840 -2.3177 1.4994
S: -2.8367 -3.2971 2.2702
O: -2.5016 -4.6384 2.7278
O: -4.2378 -3.1273 1.8835
F: -2.8482 -2.3835 3.5992
S: -1.8829 -3.0239 0.1624
O: -2.9724 -2.5623 -0.6574
O: -1.5351 -4.4188 0.0539
F: -0.6839 -2.2472 -0.5388
N: -4.9073 0.7900 6.6023
S: -5.9693 1.3373 5.3466
O: -6.3741 0.4052 4.3013
O: -5.7482 2.6881 4.8671
F: -7.2385 1.4874 6.3139
S: -3.9823 -0.0423 5.8052
O: -3.1851 0.6423 4.7858
O: -4.5072 -1.3819 5.5733
F: -2.8069 -0.3156 6.8980

* HOMO-LUMO gap (alpha / beta): 3.3555 / 7.5701 eV
* charge: +2
* 2S+1: 2
* molecular weight: 1156.021 g mol⁻¹

***

Entry 3:
This record from OMol25 describes 2 unconnected molecules or ions with the total composition C5H6O3 at a distorted geometry. The level of theory is wB97M-V/def2-TZVPD.

Cartesian coordinates (Å):
C: 0.9867 0.8809 0.9100
C: -1.0621 -0.0861 0.5900
C: 0.7042 -0.9103 -0.5170
C: -0.2223 -0.1990 -1.5964
C: -1.3531 0.2284 -0.8929
H: 1.3494 0.6033 1.9499
H: 1.1114 2.0001 0.9133
H: -1.8841 -0.2890 1.2938
H: 1.1166 -1.8419 -0.7146
H: 0.4511 0.9121 -2.4528
H: -2.0736 1.1454 -1.1930
O: -0.3361 0.9795 0.8699
O: -0.4491 -1.3189 0.4425
O: 1.4862 0.0878 -0.1572

* HOMO-LUMO gap: 9.6246 eV
* energy above the lowest of the compared OMol25 structures with the same formula, charge and spin: 147.7 kcal/mol
* molecular weight: 114.100 g mol⁻¹

***

Entry 4:
This record from OMol25 describes a molecular structure, C12H16N7NbO6P2S2 at a distorted geometry. The level of theory is wB97M-V/def2-TZVPD.

Cartesian coordinates (Å):
Nb: -0.2367 -0.3976 0.4069
C: 0.0501 -4.4893 4.1142
S: -1.5644 -3.7926 3.7278
C: -1.0834 -2.2437 3.0099
S: -2.0756 -1.5001 1.7613
N: 0.0161 -1.7034 3.4501
N: 0.4254 -0.6768 2.5248
C: 1.2923 0.2063 3.0101
C: 1.1421 1.4948 2.4950
C: 1.6087 2.6745 3.1296
C: 0.9205 3.8770 2.8838
C: -0.0157 3.9217 1.8275
C: -0.2575 2.7458 1.0579
N: 0.2926 1.5921 1.4484
H: -0.1227 -5.3459 4.8062
H: 0.6219 -3.7078 4.6327
H: 0.5965 -4.8675 3.2292
H: 1.8566 0.0348 3.9151
H: 2.3737 2.6371 3.9208
H: 1.1279 4.7879 3.4383
H: -0.5848 4.8133 1.5920
H: -0.9306 2.6485 0.1920
N: -0.6181 -0.4750 -4.1011
C: -0.7929 0.7509 -3.1338
C: -1.4243 1.8871 -3.9147
P: 0.8684 1.0137 -2.4507
O: 1.0650 2.5912 -2.5828
O: 1.8296 0.2116 -3.2926
O: 0.8565 0.6451 -0.9506
P: -1.9326 0.2034 -1.8636
O: -3.4036 0.4224 -2.4699
O: -1.7726 0.9734 -0.5440
O: -1.5123 -1.2301 -1.5491
H: 0.4340 -0.6960 -4.1987
H: -1.1503 -0.4181 -4.9942
H: -0.9753 -1.3056 -3.5988
H: -0.7086 2.2941 -4.6802
H: -1.8107 2.7441 -3.3345
H: -2.2750 1.4825 -4.4813
H: 1.9990 2.8290 -2.3776
H: -4.1182 0.1664 -1.8661
N: 2.4386 -4.7332 -2.4523
C: 2.5363 -4.0170 -1.5427
N: 2.7283 -3.1865 -0.4986
C: 1.6544 -2.6732 -0.0699
N: 0.6313 -2.1894 0.3744

* HOMO-LUMO gap (alpha / beta): 5.5222 / 5.5205 eV
* charge: +2
* energy above the lowest of the compared OMol25 structures with the same formula, charge and spin: 0.0 kcal/mol
* molecular weight: 573.291 g mol⁻¹

***

Entry 5:
This record from OMol25 describes a gas-phase ion, C5H5N4O (charge +1) at a distorted geometry. The level of theory is wB97M-V/def2-TZVPD.

Cartesian coordinates (Å):
C: 1.5945 -1.1904 -0.0689
C: 0.2387 -1.3374 0.0134
C: -0.8486 -0.4068 0.0174
N: -0.7942 0.9535 -0.2085
C: -2.0293 1.3532 -0.0320
N: -2.8555 0.2641 0.1686
N: -2.0830 -0.8207 0.2037
C: 2.2990 -0.0405 0.1031
N: 2.5812 1.2040 0.3285
O: 3.5905 0.1997 -0.1142
H: 2.0668 -2.1582 -0.2630
H: 0.0394 -2.4254 0.0852
H: -2.4488 2.3981 -0.0532
H: -3.8470 0.1004 0.2156
H: 2.4964 1.9065 -0.3957

* SMILES: C(=C/c1nc[nH]n1)/C1=[NH+]O1
* HOMO-LUMO gap (alpha / beta): 8.1472 / 8.1464 eV
* charge: +1
* energy above the lowest of the compared OMol25 structures with the same formula, charge and spin: 92.3 kcal/mol
* molecular weight: 137.122 g mol⁻¹

***

Entry 6:
This record from OMol25 describes a molecular structure, C35H47FeGeN3O2. The level of theory is wB97M-V/def2-TZVPD.

Cartesian coordinates (Å):
Fe: -0.6793 -0.1250 0.4229
C: 2.7098 0.7524 -2.2056
C: 1.5618 -0.2135 -2.5011
C: 2.0073 -1.3533 -3.4220
C: 0.3659 0.4865 -3.1164
C: 0.5790 1.3429 -4.1912
C: -0.4752 1.9893 -4.8073
C: -1.7581 1.7730 -4.3383
C: -2.0228 0.9174 -3.2718
C: -3.4835 0.7695 -2.8774
C: -4.1025 -0.5406 -3.3678
C: -3.7637 0.9886 -1.3930
C: -0.9426 0.2568 -2.6568
N: -1.1017 -0.5943 -1.5263
C: -1.3617 -1.8922 -1.7410
O: -1.5918 -2.4813 -2.8003
C: -1.2166 -2.7036 -0.4627
C: -1.2980 -4.0822 -0.3453
C: -0.8319 -4.6663 0.8272
C: -0.1930 -3.8933 1.7956
C: -0.1267 -2.5267 1.5926
N: -0.7420 -1.9868 0.5455
C: 0.8749 -1.5721 2.2355
O: 1.4318 -1.8781 3.2870
N: 1.1256 -0.5419 1.3979
C: 2.3771 0.1062 1.4607
C: 2.4563 1.5104 1.5605
C: 3.6941 2.1386 1.4943
C: 4.8650 1.4185 1.3450
C: 4.7881 0.0409 1.2542
C: 3.5730 -0.6329 1.2950
C: 3.6074 -2.1444 1.1379
C: 4.3484 -2.5756 -0.1302
C: 4.2400 -2.8130 2.3598
C: 1.2378 2.3841 1.7745
C: 0.4913 2.0321 3.0620
C: 0.3485 2.4631 0.5229
H: 3.5118 0.2465 -1.6673
H: 2.3777 1.5861 -1.5843
H: 3.1351 1.1643 -3.1239
H: 1.2497 -0.6549 -1.5517
H: 2.3182 -0.9599 -4.3938
H: 1.1875 -2.0541 -3.5873
H: 2.8511 -1.8979 -2.9945
H: 1.5887 1.5047 -4.5485
H: -0.3007 2.6627 -5.6377
H: -2.5917 2.2840 -4.8084
H: -3.9964 1.5726 -3.4180
H: -3.6083 -1.4060 -2.9332
H: -4.0172 -0.6316 -4.4524
H: -5.1631 -0.5707 -3.1023
H: -3.5314 0.1058 -0.7999
H: -4.8191 1.2338 -1.2517
H: -3.1661 1.8089 -0.9912
H: -1.6746 -4.6564 -1.1800
H: -0.8961 -5.7400 0.9552
H: 0.2989 -4.3206 2.6582
H: 3.7305 3.2197 1.5753
H: 5.8226 1.9223 1.3034
H: 5.7002 -0.5333 1.1366
H: 2.5839 -2.5028 1.0378
H: 5.4160 -2.3527 -0.0677
H: 3.9527 -2.0755 -1.0123
H: 4.2457 -3.6534 -0.2759
H: 5.2861 -2.5073 2.4551
H: 4.2195 -3.9008 2.2533
H: 3.7078 -2.5389 3.2676
H: 1.6247 3.3985 1.9219
H: -0.0456 1.0898 2.9774
H: -0.2296 2.8169 3.3017
H: 1.1972 1.9523 3.8909
H: 0.2878 1.5050 -0.0170
H: 0.7862 3.1338 -0.2190
H: -0.6556 2.8145 0.7516
C: -5.0940 0.8782 2.1966
Ge: -3.2140 1.4469 2.3956
C: -3.1648 3.3084 1.7449
C: -2.9268 1.5949 4.3466
C: -2.0385 0.1224 1.6107
H: -5.7338 1.5392 2.7859
H: -5.2301 -0.1435 2.5530
H: -5.4129 0.9215 1.1568
H: -3.8885 3.8801 2.3313
H: -3.4398 3.3920 0.6934
H: -2.1892 3.7707 1.8852
H: -3.8514 1.9334 4.8196
H: -2.1431 2.3210 4.5649
H: -2.6374 0.6421 4.7895
H: -2.4116 -0.8259 2.0415

* HOMO-LUMO gap (alpha / beta): 7.1113 / 7.3815 eV
* charge: -1
* 2S+1: 2
* molecular weight: 670.235 g mol⁻¹